No. 1
Formula: C29H41Br15O18
Source: the Open Molecules 2025 dataset
Level of theory: the ωB97M-V functional and the def2-TZVPD basis

Strongest force on any atom in eV/A: 3.21
Electronic energy in eV: -1118229.6323
Kohn-Sham gap in eV: 9.50

Geometry (Å):
C (1.778, 1.557, 4.335)
Br (3.171, 2.901, 4.277)
Br (0.853, 1.606, 6.044)
Br (2.551, -0.126, 3.709)
H (1.002, 1.742, 3.543)
C (-0.187, -1.738, -6.842)
Br (-1.119, -0.655, -5.501)
Br (1.601, -1.042, -7.049)
Br (-1.010, -2.101, -8.543)
H (-0.084, -2.722, -6.374)
C (-0.303, -2.695, 5.227)
Br (1.234, -2.967, 6.339)
Br (-1.689, -1.839, 6.213)
Br (-0.898, -4.617, 4.619)
H (-0.098, -2.081, 4.300)
C (-6.685, 0.907, 0.296)
Br (-6.815, 1.240, 2.213)
Br (-5.280, 2.064, -0.412)
Br (-8.274, 0.957, -0.783)
H (-6.231, -0.083, 0.239)
C (4.137, 0.841, -1.457)
Br (3.017, 1.059, -2.927)
Br (3.194, 1.127, 0.258)
Br (5.734, 1.905, -1.559)
H (4.515, -0.153, -1.482)
C (4.004, -4.757, 3.510)
C (3.479, -3.487, 2.850)
C (4.588, -2.501, 2.696)
O (4.305, -1.797, 1.476)
C (3.571, -2.627, 0.745)
O (3.266, -2.427, -0.384)
O (3.186, -3.688, 1.464)
H (3.986, -4.631, 4.583)
H (5.011, -5.037, 3.152)
H (3.443, -5.655, 3.358)
H (2.643, -3.020, 3.410)
H (5.608, -2.956, 2.657)
H (4.667, -1.782, 3.529)
C (2.927, 5.975, 0.863)
C (1.688, 6.196, 1.662)
C (0.483, 6.557, 0.793)
O (-0.493, 5.543, 1.054)
C (0.029, 4.608, 1.849)
O (-0.593, 3.631, 2.214)
O (1.260, 4.926, 2.232)
H (3.676, 5.383, 1.506)
H (3.330, 6.901, 0.523)
H (2.796, 5.505, -0.123)
H (1.783, 6.911, 2.506)
H (0.698, 6.555, -0.234)
H (0.070, 7.502, 1.145)
C (-4.601, -3.009, 3.831)
C (-3.863, -2.640, 2.570)
C (-3.587, -3.836, 1.721)
O (-4.018, -3.492, 0.438)
C (-4.624, -2.284, 0.435)
O (-4.964, -1.672, -0.508)
O (-4.684, -1.803, 1.767)
H (-4.851, -2.091, 4.372)
H (-4.032, -3.764, 4.385)
H (-5.569, -3.390, 3.610)
H (-2.902, -2.130, 2.726)
H (-4.097, -4.762, 2.097)
H (-2.521, -3.988, 1.525)
C (-0.254, 3.827, -5.583)
C (0.815, 3.771, -4.548)
C (1.314, 5.049, -3.864)
O (1.518, 4.666, -2.497)
C (0.774, 3.587, -2.292)
O (0.566, 3.100, -1.193)
O (0.328, 3.075, -3.446)
H (-0.456, 2.834, -5.746)
H (0.139, 4.276, -6.461)
H (-1.072, 4.409, -5.307)
H (1.660, 3.196, -5.004)
H (0.520, 5.782, -3.842)
H (2.244, 5.447, -4.267)
C (-2.299, 0.510, -1.012)
C (-0.944, 0.452, -0.332)
C (-0.870, 1.055, 1.048)
O (-0.523, -0.085, 1.912)
C (-0.309, -1.183, 1.125)
O (0.190, -2.133, 1.594)
O (-0.629, -0.949, -0.116)
H (-2.638, 1.495, -1.152)
H (-3.054, 0.067, -0.407)
H (-2.320, -0.072, -1.970)
H (-0.206, 0.871, -1.008)
H (-1.827, 1.443, 1.369)
H (-0.113, 1.802, 1.105)
C (-1.652, -3.603, -2.283)
C (-0.470, -2.850, -2.812)
C (0.803, -3.096, -1.935)
O (1.612, -3.967, -2.747)
C (1.117, -4.019, -3.957)
O (1.559, -4.542, -4.965)
O (-0.029, -3.287, -4.062)
H (-2.032, -3.329, -1.283)
H (-1.345, -4.653, -2.198)
H (-2.535, -3.496, -2.895)
H (-0.653, -1.816, -2.879)
H (0.643, -3.587, -1.052)
H (1.215, -2.103, -1.731)

---

No. 2
Formula: CBr2F2N2O2
Source: the Open Molecules 2025 dataset
Level of theory: the ωB97M-V functional and the def2-TZVPD basis

SMILES string: O=[N+]([O-])C(Br)(Br)N(F)F
Strongest force on any atom in eV/A: 4.24
Electronic energy in eV: -153624.0838
Relative energy (zero: lowest compared OMol25 entry of this formula, charge and spin) in kJ/mol: 79.25
Kohn-Sham gap in eV: 9.78

Geometry (Å):
O (-1.069, 1.041, -0.776)
N (-0.241, 0.245, -1.122)
O (0.098, -0.112, -2.186)
C (0.641, -0.259, -0.102)
Br (2.358, 0.865, -0.070)
Br (0.991, -2.113, -0.259)
N (-0.027, 0.173, 1.229)
F (-1.187, -0.564, 1.395)
F (0.875, -0.223, 2.195)

---

No. 3
Formula: C3H10NOS
Source: the Open Molecules 2025 dataset
Level of theory: the ωB97M-V functional and the def2-TZVPD basis

Strongest force on any atom in eV/A: 3.87
Total charge: -1
Electronic energy in eV: -17645.2254
Relative energy (zero: lowest compared OMol25 entry of this formula, charge and spin) in kJ/mol: 213.93
Kohn-Sham gap in eV: 5.71

Geometry (Å):
C (-1.412, -0.020, -0.886)
C (-2.006, 0.841, 0.256)
S (-3.834, 0.670, 0.296)
H (-1.843, 0.370, -1.836)
H (-1.718, -1.059, -0.716)
H (-0.304, 0.152, -0.969)
H (-1.639, 0.579, 1.289)
H (-1.763, 1.862, 0.172)
H (-3.922, -0.641, -0.011)
N (3.261, -1.049, -0.025)
C (2.373, 0.209, 0.468)
O (1.384, -0.243, 1.266)
H (3.455, -1.551, 0.786)
H (2.628, -1.734, -0.577)
H (3.187, 0.787, 0.978)
H (2.152, 0.828, -0.490)

---

No. 4
Formula: C25H45N2P3Se2Tl
Source: the Open Molecules 2025 dataset
Level of theory: the ωB97M-V functional and the def2-TZVPD basis

Strongest force on any atom in eV/A: 2.63
Total charge: +3
Electronic energy in eV: -192860.7958
Relative energy (zero: lowest compared OMol25 entry of this formula, charge and spin) in kJ/mol: 118.63
Kohn-Sham gap (spin up / spin down) in eV: 3.98 / 3.77

Geometry (Å):
Tl (0.099, -3.873, -1.542)
P (1.629, 1.823, -1.823)
P (0.011, 2.000, 1.780)
P (-2.013, 2.218, -0.871)
H (-4.163, -5.985, -4.098)
C (-4.252, -5.309, -4.948)
C (-3.192, -4.869, -5.651)
H (-2.192, -5.259, -5.506)
C (2.935, 0.634, -1.466)
C (2.158, 3.437, -1.150)
C (1.580, 2.051, -3.617)
C (-1.173, 1.535, 3.112)
C (1.571, 1.761, 2.723)
C (-0.145, 3.837, 1.894)
C (-2.706, 1.501, -2.426)
C (-1.629, 3.893, -1.574)
C (-3.540, 2.657, 0.054)
H (-5.279, -5.056, -5.234)
H (-3.339, -4.171, -6.487)
H (2.475, -0.358, -1.356)
H (3.418, 0.883, -0.512)
H (3.673, 0.613, -2.274)
H (2.490, 3.335, -0.103)
H (1.336, 4.171, -1.195)
H (3.000, 3.825, -1.754)
H (1.572, 1.077, -4.116)
H (2.452, 2.632, -3.959)
H (0.670, 2.585, -3.914)
H (-1.014, 2.162, 4.001)
H (-1.005, 0.481, 3.368)
H (-2.201, 1.636, 2.750)
H (1.739, 2.595, 3.420)
H (2.406, 1.693, 2.017)
H (1.524, 0.820, 3.282)
H (0.124, 4.146, 2.911)
H (-1.172, 4.149, 1.668)
H (0.538, 4.303, 1.172)
H (-3.497, 2.146, -2.834)
H (-3.097, 0.494, -2.228)
H (-1.888, 1.417, -3.157)
H (-2.550, 4.321, -1.989)
H (-0.871, 3.805, -2.361)
H (-1.248, 4.545, -0.778)
H (-4.166, 3.320, -0.558)
H (-3.267, 3.171, 0.985)
H (-4.077, 1.735, 0.301)
C (-3.577, -1.713, -0.827)
C (-3.035, -2.271, -2.019)
C (-3.803, -3.096, -2.806)
C (-5.155, -3.356, -2.542)
C (-5.713, -2.812, -1.373)
C (-4.929, -2.027, -0.538)
Se (-2.566, -0.629, 0.304)
H (0.465, 1.170, -1.281)
H (-2.021, -2.047, -2.397)
H (-3.315, -3.534, -3.674)
H (-5.730, -3.989, -3.207)
H (-6.742, -2.999, -1.108)
H (-5.324, -1.605, 0.400)
C (5.109, -1.720, 1.054)
N (4.067, -1.798, 2.049)
C (2.832, -2.405, 1.909)
Se (2.112, -3.334, 0.454)
N (2.228, -2.233, 3.139)
C (3.078, -1.580, 4.041)
C (3.007, -1.412, 5.414)
C (4.151, -0.962, 6.088)
C (5.339, -0.715, 5.376)
C (5.397, -0.880, 3.988)
C (4.237, -1.301, 3.343)
H (5.297, -0.668, 0.779)
H (4.804, -2.294, 0.172)
H (6.033, -2.131, 1.483)
H (1.315, -2.616, 3.375)
H (2.066, -1.641, 5.930)
H (4.139, -0.814, 7.171)
H (6.211, -0.402, 5.928)
H (6.295, -0.711, 3.420)

---

No. 5
Formula: C28H40F18O14
Source: the Open Molecules 2025 dataset
Level of theory: the ωB97M-V functional and the def2-TZVPD basis

SMILES string: CCOC(=O)C(F)(F)F.CCOC(=O)C(F)(F)F.CCOC(=O)C(F)(F)F.CCOC(=O)C(F)(F)F.CCOC(=O)C(F)(F)F.CCOC(=O)C(F)(F)F.COCCOC
Strongest force on any atom in eV/A: 2.81
Electronic energy in eV: -107263.2500
Kohn-Sham gap in eV: 10.23

Geometry (Å):
C (-14.084, 26.287, 3.436)
C (-12.552, 26.178, 3.481)
O (-11.818, 27.364, 3.139)
C (-11.740, 27.767, 1.877)
O (-12.324, 27.220, 0.972)
C (-10.762, 28.910, 1.648)
F (-9.937, 29.088, 2.688)
F (-10.004, 28.586, 0.600)
F (-11.445, 30.009, 1.370)
H (-14.449, 27.043, 2.735)
H (-14.598, 26.361, 4.388)
H (-14.452, 25.439, 2.848)
H (-12.105, 25.373, 2.901)
H (-12.431, 25.970, 4.543)
C (-17.754, 17.958, 3.022)
C (-16.719, 19.071, 2.916)
O (-15.605, 18.774, 3.817)
C (-14.538, 18.212, 3.267)
O (-14.320, 18.060, 2.099)
C (-13.539, 17.636, 4.290)
F (-13.657, 18.278, 5.464)
F (-13.753, 16.333, 4.439)
F (-12.308, 17.801, 3.834)
H (-17.844, 17.637, 4.057)
H (-17.592, 17.109, 2.360)
H (-18.662, 18.444, 2.654)
H (-17.132, 20.016, 3.264)
H (-16.541, 19.224, 1.851)
C (-13.344, 23.315, -4.374)
C (-13.967, 22.606, -3.169)
O (-13.039, 21.688, -2.652)
C (-12.958, 20.463, -3.117)
O (-13.517, 20.105, -4.125)
C (-12.150, 19.408, -2.281)
F (-10.834, 19.637, -2.456)
F (-12.438, 19.569, -1.001)
F (-12.468, 18.188, -2.672)
H (-13.287, 22.632, -5.225)
H (-12.315, 23.659, -4.266)
H (-13.959, 24.144, -4.725)
H (-14.932, 22.193, -3.474)
H (-14.341, 23.373, -2.488)
C (-7.738, 20.806, 2.010)
C (-7.027, 21.231, 0.694)
O (-7.914, 22.196, 0.058)
C (-8.148, 23.430, 0.548)
O (-7.665, 23.940, 1.511)
C (-9.271, 24.171, -0.208)
F (-10.004, 24.870, 0.648)
F (-8.689, 25.067, -1.039)
F (-10.039, 23.328, -0.882)
H (-7.048, 21.168, 2.774)
H (-7.740, 19.725, 2.162)
H (-8.766, 21.121, 2.154)
H (-7.094, 20.411, -0.018)
H (-6.026, 21.644, 0.769)
C (-6.564, 15.346, 0.809)
C (-7.168, 16.354, 1.714)
O (-8.349, 15.695, 2.231)
C (-8.837, 16.135, 3.388)
O (-8.429, 17.151, 3.895)
C (-9.796, 15.162, 4.064)
F (-10.891, 15.830, 4.426)
F (-10.174, 14.245, 3.165)
F (-9.217, 14.565, 5.092)
H (-6.430, 14.384, 1.301)
H (-5.566, 15.708, 0.540)
H (-7.074, 15.226, -0.145)
H (-7.530, 17.183, 1.105)
H (-6.531, 16.597, 2.561)
C (-13.239, 22.514, 5.956)
C (-14.437, 22.282, 5.028)
O (-15.214, 21.147, 5.461)
C (-16.159, 21.425, 6.355)
O (-16.615, 22.509, 6.580)
C (-16.829, 20.167, 6.930)
F (-16.984, 20.262, 8.246)
F (-18.085, 20.131, 6.425)
F (-16.249, 19.026, 6.590)
H (-12.787, 21.578, 6.276)
H (-13.629, 23.078, 6.804)
H (-12.507, 23.112, 5.415)
H (-14.051, 22.082, 4.028)
H (-15.046, 23.181, 4.954)
C (-10.357, 20.520, 4.828)
O (-10.862, 21.447, 3.883)
C (-11.417, 20.796, 2.773)
C (-11.691, 21.709, 1.577)
O (-12.645, 22.724, 1.799)
C (-13.100, 23.341, 0.596)
H (-9.721, 19.781, 4.324)
H (-11.186, 19.924, 5.221)
H (-9.729, 20.975, 5.589)
H (-12.404, 20.353, 2.945)
H (-10.737, 20.051, 2.347)
H (-12.033, 20.979, 0.839)
H (-10.765, 22.207, 1.277)
H (-13.569, 24.246, 0.988)
H (-13.999, 22.774, 0.325)
H (-12.347, 23.435, -0.180)

---

No. 6
Formula: C7H18N2O2
Source: the Open Molecules 2025 dataset
Level of theory: the ωB97M-V functional and the def2-TZVPD basis

SMILES string: NCCCN(CCO)CCO
Strongest force on any atom in eV/A: 3.39
Electronic energy in eV: -14624.4405
Relative energy (zero: lowest compared OMol25 entry of this formula, charge and spin) in kJ/mol: 0.00
Kohn-Sham gap in eV: 10.05

Geometry (Å):
N (-2.313, -0.686, -1.315)
C (-1.540, -1.554, -0.523)
C (-1.492, -1.233, 0.992)
C (-0.771, 0.141, 1.188)
N (0.459, 0.196, 0.284)
C (1.010, 1.557, 0.279)
C (-0.032, 2.554, -0.282)
O (-0.852, 1.953, -1.239)
C (1.451, -0.748, 0.734)
C (2.441, -0.952, -0.436)
O (1.800, -1.288, -1.632)
H (-3.319, -0.818, -1.088)
H (-2.155, 0.248, -0.930)
H (-0.508, -1.470, -0.909)
H (-1.882, -2.604, -0.741)
H (-2.484, -1.082, 1.291)
H (-0.992, -1.946, 1.719)
H (-1.427, 0.987, 0.914)
H (-0.584, 0.314, 2.260)
H (1.850, 1.676, -0.384)
H (1.360, 1.870, 1.297)
H (-0.633, 2.833, 0.590)
H (0.531, 3.500, -0.614)
H (-0.543, 0.993, -1.410)
H (1.048, -1.718, 1.008)
H (2.012, -0.344, 1.624)
H (3.177, -1.776, -0.180)
H (3.086, -0.120, -0.601)
H (1.301, -0.484, -1.897)

---

No. 7
Formula: C35H52BrClN4OPtSi2
Source: the Open Molecules 2025 dataset
Level of theory: the ωB97M-V functional and the def2-TZVPD basis

Strongest force on any atom in eV/A: 0.30
Electronic energy in eV: -146715.7843
Relative energy (zero: lowest compared OMol25 entry of this formula, charge and spin) in kJ/mol: 66.78
Kohn-Sham gap in eV: 7.73

Geometry (Å):
Pt (0.969, 1.213, 1.712)
C (-2.441, -4.263, 4.406)
C (-1.577, -3.035, 4.397)
C (-1.509, -2.169, 5.486)
C (-0.723, -1.034, 5.421)
C (-0.035, -0.821, 4.237)
Br (1.031, 0.781, 4.136)
N (-0.064, -1.603, 3.196)
C (-0.820, -2.698, 3.284)
H (-2.510, -4.688, 5.407)
H (-2.044, -5.026, 3.738)
H (-3.454, -4.026, 4.076)
H (-2.076, -2.381, 6.385)
H (-0.656, -0.336, 6.243)
H (-0.818, -3.345, 2.411)
C (1.959, 0.233, -6.196)
C (1.343, -1.013, -5.541)
C (2.199, -2.219, -5.942)
C (-0.065, -1.192, -6.125)
C (1.335, -0.837, -3.984)
O (2.553, -0.223, -3.568)
C (1.256, -2.144, -3.166)
C (0.107, -3.153, -3.308)
C (-1.178, -2.778, -2.610)
C (-2.351, -2.517, -3.307)
C (-3.528, -2.197, -2.642)
C (-3.533, -2.148, -1.259)
Cl (-5.004, -1.766, -0.422)
C (-2.379, -2.411, -0.535)
C (-1.214, -2.721, -1.217)
C (0.238, 0.181, -3.585)
N (0.547, 0.878, -2.353)
C (0.317, 0.495, -1.099)
N (0.935, 1.329, -0.284)
C (1.529, 2.236, -1.106)
N (1.306, 1.993, -2.372)
H (1.859, 0.150, -7.280)
H (3.015, 0.333, -5.956)
H (1.470, 1.157, -5.886)
H (2.303, -2.245, -7.028)
H (1.760, -3.167, -5.630)
H (3.209, -2.158, -5.528)
H (0.015, -1.344, -7.203)
H (-0.690, -0.311, -5.973)
H (-0.591, -2.053, -5.717)
H (3.279, -0.840, -3.713)
H (1.331, -1.846, -2.115)
H (2.187, -2.680, -3.371)
H (0.464, -4.082, -2.854)
H (-0.090, -3.395, -4.350)
H (-2.359, -2.573, -4.389)
H (-4.437, -1.998, -3.191)
H (-2.398, -2.366, 0.545)
H (-0.312, -2.939, -0.652)
H (-0.727, -0.307, -3.466)
H (0.146, 0.953, -4.343)
H (-0.276, -0.356, -0.811)
H (2.111, 3.065, -0.745)
C (-2.649, 0.510, 1.708)
Si (-2.224, 2.237, 2.334)
C (-3.606, 3.353, 1.697)
C (-2.392, 2.205, 4.213)
C (-0.559, 2.761, 1.752)
Si (0.203, 4.302, 2.440)
C (1.577, 4.874, 1.283)
C (-1.012, 5.737, 2.604)
C (0.987, 4.102, 4.144)
H (-3.653, 0.207, 2.016)
H (-1.929, -0.226, 2.078)
H (-2.623, 0.485, 0.614)
H (-4.587, 2.954, 1.968)
H (-3.569, 3.431, 0.607)
H (-3.529, 4.364, 2.102)
H (-3.400, 1.886, 4.494)
H (-2.230, 3.198, 4.641)
H (-1.682, 1.524, 4.684)
H (-0.702, 3.018, 0.688)
H (1.184, 5.084, 0.284)
H (2.342, 4.097, 1.190)
H (2.064, 5.783, 1.645)
H (-1.543, 5.914, 1.665)
H (-0.492, 6.660, 2.875)
H (-1.762, 5.541, 3.375)
H (1.890, 3.487, 4.100)
H (0.300, 3.654, 4.866)
H (1.284, 5.081, 4.530)
C (4.656, -2.014, 1.274)
C (4.757, -0.914, 2.113)
C (3.695, -0.025, 2.233)
C (2.498, -0.184, 1.525)
C (2.435, -1.298, 0.683)
C (3.482, -2.202, 0.558)
H (5.477, -2.713, 1.180)
H (5.667, -0.746, 2.678)
H (3.816, 0.825, 2.900)
H (1.534, -1.488, 0.105)
H (3.381, -3.058, -0.102)

---

> Look up the electronic energy of the first one.

-1118229.6323 eV